[1]
Molecular formula: C37H31N2O3P2ReS2
Method: DFT, ωB97M-V/def2-TZVPD

The geometry in XYZ format:
```
78
C37H31N2O3P2ReS2 (ωB97M-V/def2-TZVPD)
Re 0.303 -0.157 -0.337
S -3.565 1.598 -0.811
P -2.555 1.275 0.868
C -1.402 -0.007 0.917
P -1.706 -1.656 1.176
S -0.392 -2.582 -0.091
C -3.395 -2.270 0.874
C -4.360 -2.214 1.874
C -5.658 -2.620 1.613
C -6.005 -3.075 0.350
C -5.049 -3.123 -0.654
C -3.749 -2.726 -0.391
C -1.315 -2.246 2.854
C -1.714 -3.498 3.312
C -1.307 -3.941 4.559
C -0.488 -3.144 5.348
C -0.072 -1.904 4.887
C -0.487 -1.455 3.642
C -3.736 0.987 2.240
C -3.240 0.713 3.511
C -4.105 0.431 4.555
C -5.478 0.431 4.336
C -5.976 0.724 3.077
C -5.107 0.999 2.031
C -1.701 2.776 1.443
C -2.247 4.028 1.187
C -1.635 5.166 1.690
C -0.476 5.056 2.444
C 0.072 3.809 2.693
C -0.538 2.670 2.197
H -4.105 -1.841 2.858
H -6.401 -2.567 2.399
H -7.022 -3.388 0.147
H -5.315 -3.472 -1.644
H -2.993 -2.782 -1.165
H -2.342 -4.126 2.692
H -1.625 -4.912 4.916
H -0.169 -3.495 6.321
H 0.585 -1.289 5.488
H -0.151 -0.501 3.251
H -2.169 0.713 3.680
H -3.708 0.207 5.537
H -6.156 0.205 5.150
H -7.044 0.729 2.903
H -5.478 1.208 1.035
H -3.135 4.104 0.572
H -2.058 6.141 1.482
H 0.012 5.947 2.820
H 0.992 3.720 3.256
H -0.092 1.697 2.358
N -1.005 -0.152 -2.160
C -0.250 -0.820 -3.234
C 1.182 -0.259 -3.214
O 1.771 0.006 -4.257
N 1.623 -0.061 -1.960
C 2.578 1.004 -1.744
C 1.825 2.176 -1.069
O 2.240 3.311 -1.054
O 0.695 1.803 -0.499
H -1.911 -0.577 -1.981
H -1.213 0.820 -2.383
H -0.684 -0.656 -4.222
H -0.238 -1.890 -3.017
H 3.036 1.344 -2.673
H 3.365 0.680 -1.057
C 1.668 -0.306 1.171
C 2.393 -0.336 2.151
C 3.236 -0.408 3.293
C 3.926 0.723 3.744
C 4.727 0.653 4.871
C 4.854 -0.539 5.570
C 4.171 -1.666 5.132
C 3.369 -1.605 4.006
H 3.823 1.650 3.196
H 5.257 1.537 5.205
H 5.480 -0.590 6.451
H 4.264 -2.600 5.672
H 2.827 -2.477 3.665
```

spin multiplicity = 4
gap between HOMO and LUMO (alpha / beta) = 6.64 / 7.28 eV
relative energy (zero: lowest compared OMol25 entry of this formula, charge and spin) = 0.000 eV
total charge = -1

[2]
Molecular formula: C37H31NP2S3Y
Method: DFT, ωB97M-V/def2-TZVPD

The geometry in XYZ format:
```
75
C37H31NP2S3Y (ωB97M-V/def2-TZVPD)
Y -17.543 6.019 -8.596
S -17.525 7.923 -10.546
P -18.801 8.663 -9.194
C -19.203 7.408 -8.054
P -20.420 6.207 -8.261
S -19.521 4.370 -8.522
C -21.444 6.283 -9.773
C -20.888 5.867 -11.001
C -21.656 5.907 -12.148
C -22.976 6.339 -12.065
C -23.545 6.733 -10.874
C -22.771 6.715 -9.712
C -21.521 6.141 -6.845
C -22.547 5.204 -6.757
C -23.451 5.286 -5.714
C -23.274 6.285 -4.759
C -22.245 7.186 -4.823
C -21.341 7.132 -5.871
C -17.889 10.052 -8.434
C -17.345 9.962 -7.165
C -16.491 10.966 -6.730
C -16.157 12.017 -7.579
C -16.650 12.086 -8.887
C -17.536 11.102 -9.311
C -20.343 9.387 -9.859
C -21.241 9.851 -8.886
C -22.490 10.329 -9.263
C -22.804 10.376 -10.615
C -21.883 10.008 -11.594
C -20.653 9.495 -11.213
H -19.890 5.464 -11.027
H -21.293 5.542 -13.104
H -23.575 6.375 -12.973
H -24.570 7.072 -10.860
H -23.247 7.016 -8.790
H -22.677 4.483 -7.561
H -24.289 4.601 -5.640
H -23.998 6.322 -3.956
H -22.115 7.921 -4.047
H -20.521 7.835 -5.977
H -17.624 9.138 -6.515
H -16.094 10.927 -5.742
H -15.520 12.814 -7.193
H -16.332 12.907 -9.513
H -17.954 11.127 -10.308
H -21.013 9.777 -7.822
H -23.189 10.650 -8.534
H -23.775 10.762 -10.919
H -22.176 10.064 -12.660
H -19.937 9.207 -11.990
N -16.394 4.898 -6.918
S -16.270 4.907 -5.315
C -17.386 3.656 -4.603
C -17.076 3.247 -3.304
C -17.896 2.322 -2.672
C -18.978 1.803 -3.342
C -19.298 2.241 -4.634
C -18.502 3.179 -5.279
C -14.681 4.196 -4.938
C -13.674 5.062 -4.550
C -12.378 4.573 -4.438
C -12.129 3.253 -4.739
C -13.164 2.385 -5.101
C -14.455 2.854 -5.189
H -16.071 3.989 -7.260
H -16.213 3.617 -2.800
H -17.631 2.028 -1.681
H -19.632 1.090 -2.851
H -20.174 1.864 -5.126
H -18.750 3.596 -6.269
H -13.885 6.102 -4.417
H -11.575 5.231 -4.153
H -11.126 2.862 -4.607
H -12.939 1.329 -5.288
H -15.291 2.181 -5.472
```

spin multiplicity = 1
gap between HOMO and LUMO = 7.87 eV
total charge = +1

[3]
Molecular formula: C37H31P2S3SbSiW
Method: DFT, ωB97M-V/def2-TZVPD

The geometry in XYZ format:
```
76
C37H31P2S3SbSiW (ωB97M-V/def2-TZVPD)
W 0.753 -0.510 -0.015
C -2.606 2.805 -0.378
Si -1.820 1.321 0.426
C -2.890 -0.147 0.867
C -4.272 0.054 0.805
C -5.165 -0.917 1.231
C -4.686 -2.118 1.728
C -3.319 -2.343 1.793
C -2.416 -1.370 1.368
P -0.643 -1.832 1.568
C -0.619 -3.577 1.047
C -0.647 -4.650 1.936
C -0.689 -5.945 1.442
C -0.716 -6.178 0.076
C -0.753 -5.111 -0.813
C -0.709 -3.818 -0.327
C -0.385 -1.831 3.359
C -1.157 -1.004 4.173
C -0.997 -1.052 5.549
C -0.075 -1.922 6.113
C 0.698 -2.745 5.302
C 0.555 -2.695 3.926
C -0.901 1.787 2.023
C -1.808 2.200 3.005
C -1.376 2.667 4.235
C -0.018 2.729 4.519
C 0.903 2.338 3.563
C 0.469 1.862 2.325
P 1.717 1.452 1.076
C 2.630 -0.039 1.637
C 3.638 -0.474 0.740
C 4.522 -1.471 1.114
C 4.434 -2.023 2.385
C 3.478 -1.570 3.293
C 2.573 -0.593 2.928
C 2.935 2.784 1.090
C 4.154 2.605 1.745
C 5.007 3.688 1.878
C 4.652 4.926 1.356
C 3.445 5.090 0.687
C 2.579 4.020 0.548
H -3.251 3.337 0.325
H -3.207 2.507 -1.239
H -1.851 3.509 -0.732
H -4.656 0.990 0.414
H -6.230 -0.737 1.177
H -5.366 -2.892 2.057
H -2.950 -3.285 2.175
H -0.652 -4.491 3.006
H -0.706 -6.776 2.135
H -0.726 -7.194 -0.296
H -0.825 -5.288 -1.877
H -0.799 -2.977 -1.004
H -1.895 -0.346 3.737
H -1.611 -0.423 6.180
H 0.036 -1.966 7.189
H 1.404 -3.435 5.748
H 1.159 -3.332 3.293
H -2.874 2.163 2.798
H -2.102 2.997 4.967
H 0.325 3.103 5.475
H 1.965 2.422 3.764
H 3.788 0.055 -0.193
H 5.297 -1.791 0.431
H 5.133 -2.793 2.685
H 3.448 -1.975 4.295
H 1.849 -0.225 3.643
H 4.439 1.646 2.159
H 5.950 3.561 2.392
H 5.323 5.767 1.467
H 3.180 6.053 0.273
H 1.636 4.147 0.028
S -0.832 -3.073 -3.912
Sb 0.582 -1.390 -3.793
S 1.912 -1.764 -1.461
S -0.616 0.559 -1.430
```

spin multiplicity = 2
gap between HOMO and LUMO (alpha / beta) = 5.99 / 6.23 eV
relative energy (zero: lowest compared OMol25 entry of this formula, charge and spin) = 0.000 eV
total charge = +3

[4]
Molecular formula: C37H32AsBrClMnN6O
Method: DFT, ωB97M-V/def2-TZVPD

The geometry in XYZ format:
```
80
C37H32AsBrClMnN6O (ωB97M-V/def2-TZVPD)
Mn -0.201 0.073 -0.327
Cl 3.068 -4.604 4.166
C 2.410 -3.655 2.872
C 2.551 -4.106 1.544
C 2.058 -3.374 0.505
C 1.386 -2.134 0.711
O 1.000 -1.466 -0.318
C 1.222 -1.709 2.064
C 0.501 -0.545 2.442
N -0.169 0.234 1.644
C -0.932 1.310 2.167
C -0.957 1.759 3.464
C -1.784 2.840 3.838
C -2.586 3.466 2.927
C -2.582 3.036 1.580
C -3.373 3.632 0.569
C -3.302 3.165 -0.711
C -2.418 2.105 -0.997
N -1.664 1.537 -0.087
C -1.747 1.970 1.205
C 1.758 -2.487 3.124
H 3.064 -5.041 1.361
H 2.175 -3.711 -0.517
H 0.492 -0.341 3.511
H -0.341 1.304 4.226
H -1.776 3.168 4.868
H -3.222 4.292 3.218
H -4.029 4.454 0.827
H -3.897 3.591 -1.506
H -2.323 1.728 -2.009
H 1.639 -2.147 4.145
Br 3.535 2.369 -6.363
C 2.342 1.553 -5.157
C 2.701 1.412 -3.826
C 1.810 0.834 -2.935
C 0.569 0.395 -3.374
C 0.222 0.528 -4.718
C 1.108 1.107 -5.609
N -0.309 -0.170 -2.399
C -1.223 -0.985 -2.769
C -2.078 -1.560 -1.736
C -3.126 -2.423 -2.011
C -3.855 -2.932 -0.946
C -3.504 -2.566 0.342
C -2.442 -1.694 0.531
N -1.746 -1.193 -0.486
H 3.667 1.756 -3.486
H 2.084 0.702 -1.895
H -0.745 0.214 -5.085
H 0.839 1.219 -6.650
H -1.364 -1.308 -3.796
H -3.357 -2.692 -3.032
H -4.680 -3.609 -1.121
H -4.038 -2.949 1.200
H -2.134 -1.385 1.520
N 2.273 7.469 0.569
C 1.993 6.370 0.396
C 1.634 4.993 0.181
C 1.905 4.035 1.149
C 1.545 2.724 0.889
N 0.944 2.340 -0.237
C 0.688 3.270 -1.156
C 1.014 4.606 -1.001
H 2.389 4.301 2.078
H 1.751 1.944 1.609
H 0.202 2.933 -2.064
H 0.794 5.323 -1.778
C 4.825 0.001 1.931
As 3.821 0.272 0.270
C 4.943 1.703 -0.484
C 4.614 -1.206 -0.740
H 5.881 -0.170 1.724
H 4.417 -0.862 2.458
H 4.729 0.879 2.572
H 5.967 1.622 -0.121
H 4.549 2.686 -0.225
H 4.957 1.610 -1.570
H 5.677 -1.030 -0.902
H 4.112 -1.309 -1.703
H 4.484 -2.132 -0.182
```

spin multiplicity = 2
gap between HOMO and LUMO (alpha / beta) = 6.43 / 6.46 eV
relative energy (zero: lowest compared OMol25 entry of this formula, charge and spin) = 0.287 eV
total charge = +1

[5]
Molecular formula: C37H32AuClOPSb
Method: DFT, ωB97M-V/def2-TZVPD

The geometry in XYZ format:
```
74
C37H32AuClOPSb (ωB97M-V/def2-TZVPD)
Au -0.362 0.090 -0.108
Cl 0.208 -2.191 0.298
C -0.242 2.059 -0.124
O -0.023 3.187 0.012
P 0.089 0.140 -2.499
C -1.455 -0.270 -3.351
C 0.562 1.740 -3.222
C 1.320 -1.063 -3.077
C 1.800 1.939 -3.864
C 2.136 3.215 -4.324
C 1.252 4.280 -4.168
C 0.010 4.078 -3.561
C -0.336 2.808 -3.101
H 2.487 1.107 -4.003
H 3.093 3.365 -4.823
H 1.515 5.277 -4.521
H -0.695 4.898 -3.439
H -1.314 2.637 -2.648
C -2.377 -1.136 -2.739
C -3.584 -1.436 -3.369
C -3.877 -0.898 -4.626
C -2.951 -0.062 -5.255
C -1.741 0.247 -4.629
H -2.138 -1.561 -1.764
H -4.277 -2.105 -2.860
H -4.826 -1.143 -5.101
H -3.162 0.341 -6.246
H -1.029 0.890 -5.149
C 1.118 -1.803 -4.255
C 2.108 -2.667 -4.731
C 3.304 -2.825 -4.023
C 3.494 -2.121 -2.829
C 2.520 -1.242 -2.361
H 0.183 -1.706 -4.807
H 1.949 -3.217 -5.661
H 4.088 -3.492 -4.386
H 4.411 -2.226 -2.248
H 2.678 -0.687 -1.437
H -2.575 -3.428 -0.438
H -1.881 -3.153 -0.320
C -0.772 4.064 5.193
C 0.350 3.923 4.369
C 0.559 2.727 3.664
C -0.343 1.667 3.813
C -1.477 1.806 4.622
C -1.686 3.009 5.317
Sb -0.063 -0.133 2.586
C 1.985 -0.668 3.173
C 2.967 -0.782 2.190
C 4.303 -0.944 2.574
C 4.646 -1.024 3.929
C 3.646 -0.944 4.905
C 2.308 -0.762 4.528
C -1.768 -1.371 3.098
C -1.598 -2.601 3.740
C -2.715 -3.430 3.955
C -3.986 -3.028 3.522
C -4.143 -1.790 2.886
C -3.031 -0.957 2.665
H -0.931 4.988 5.747
H 1.075 4.741 4.275
H 1.420 2.645 2.991
H -2.209 0.995 4.714
H -2.566 3.110 5.958
H 2.706 -0.759 1.128
H 5.066 -1.025 1.801
H 5.685 -1.178 4.219
H 3.896 -1.036 5.962
H 1.519 -0.700 5.288
H -0.599 -2.899 4.065
H -2.589 -4.383 4.463
H -4.849 -3.666 3.694
H -5.129 -1.469 2.560
H -3.156 0.006 2.160
```

spin multiplicity = 3
gap between HOMO and LUMO (alpha / beta) = 6.32 / 4.17 eV
relative energy (zero: lowest compared OMol25 entry of this formula, charge and spin) = 0.191 eV
total charge = +2

[6]
Molecular formula: C37H32BrF3N2O4PdSi
Method: DFT, ωB97M-V/def2-TZVPD

The geometry in XYZ format:
```
81
C37H32BrF3N2O4PdSi (ωB97M-V/def2-TZVPD)
Pd 0.261 0.329 0.334
O 0.491 -2.853 -4.801
C 1.809 -2.924 -4.412
C 2.806 -3.331 -5.283
C 4.119 -3.368 -4.842
C 4.426 -3.002 -3.542
C 3.416 -2.601 -2.680
C 2.094 -2.556 -3.099
C 0.935 -2.177 -2.199
O 1.259 -2.167 -0.829
N 0.318 -0.947 -2.684
N -0.469 -0.218 -1.903
C -1.277 0.669 -2.631
C -1.131 2.020 -2.607
Br 0.322 2.743 -1.623
C -1.996 2.977 -3.176
C -2.990 2.764 -4.196
C -2.959 1.703 -5.115
C -3.949 1.569 -6.074
C -4.988 2.487 -6.146
C -5.021 3.560 -5.261
C -4.033 3.701 -4.306
H 0.399 -3.203 -5.693
H 2.552 -3.617 -6.297
H 4.900 -3.687 -5.519
H 5.451 -3.022 -3.198
H 3.676 -2.322 -1.669
H 0.182 -2.971 -2.264
H 0.171 -0.925 -3.686
H -2.157 0.239 -3.103
H -1.927 3.981 -2.777
H -2.128 1.012 -5.108
H -3.904 0.749 -6.779
H -5.758 2.380 -6.898
H -5.819 4.287 -5.320
H -4.064 4.536 -3.618
C 2.557 -2.985 1.205
O 2.665 -1.606 0.806
C 2.069 -1.195 -0.304
O 2.403 -0.196 -0.895
H 1.539 -3.228 1.497
H 3.215 -3.076 2.062
H 2.889 -3.635 0.397
F -2.870 0.676 0.227
C -3.519 1.821 0.302
F -2.731 2.790 0.708
F -4.599 1.715 1.047
C 0.619 -4.036 4.340
C 1.586 -3.099 4.674
C 1.515 -1.807 4.168
C 0.478 -1.409 3.323
C -0.477 -2.379 2.991
C -0.417 -3.672 3.489
Si 0.320 0.330 2.591
C -1.240 1.156 3.283
C -1.207 2.501 3.664
C -2.313 3.130 4.216
C -3.492 2.424 4.409
C -3.556 1.090 4.032
C -2.446 0.473 3.473
C 1.747 1.334 3.308
C 1.919 1.505 4.687
C 2.974 2.239 5.203
C 3.892 2.832 4.342
C 3.739 2.685 2.973
C 2.678 1.943 2.467
H 0.672 -5.042 4.737
H 2.402 -3.373 5.331
H 2.293 -1.100 4.431
H -1.273 -2.130 2.295
H -1.174 -4.395 3.210
H -0.296 3.074 3.527
H -2.252 4.173 4.502
H -4.353 2.908 4.853
H -4.472 0.529 4.171
H -2.531 -0.568 3.186
H 1.202 1.065 5.374
H 3.082 2.352 6.275
H 4.720 3.404 4.741
H 4.448 3.147 2.296
H 2.576 1.822 1.392
```

spin multiplicity = 5
gap between HOMO and LUMO (alpha / beta) = 6.66 / 6.86 eV
relative energy (zero: lowest compared OMol25 entry of this formula, charge and spin) = 0.340 eV
total charge = 0